{"formula": "C5H8N", "method": "the ωB97M-V functional and the def2-TZVPD basis", "total_charge": 1, "homo_lumo_gap_ev": 9.5, "homo_energy_ev": -13.4, "smiles": "[NH3+][C@@]12C=C[C@@H]1C2", "relative_energy_ev": 3.9612, "total_energy_ha": -249.67957, "elements": ["N", "C", "C", "C", "C", "C", "H", "H", "H", "H", "H", "H", "H", "H"], "positions_angstrom": [[-1.747616, 0.475141, 0.195089], [-0.254980, 0.266139, -0.153581], [0.930392, 1.182808, -0.516137], [1.812770, 0.530736, 0.265437], [0.784381, -0.534921, 0.657837], [0.170872, -1.221017, -0.500179], [-2.088735, 1.066503, -0.569801], [-1.907945, 0.727102, 1.153293], [-2.194352, -0.435324, 0.163099], [1.041780, 1.737859, -1.431069], [2.793282, 0.603975, 0.750408], [0.563246, -0.927761, 1.654897], [0.664400, -1.441935, -1.397511], [-0.567496, -2.029306, -0.271777]], "atomic_forces_ev_per_a": [[2.403, -0.786, -1.082], [0.887, -2.904, -0.271], [-0.086, -0.142, -0.228], [-1.202, -0.419, 1.078], [-1.094, 0.609, 1.564], [-1.848, 0.315, 0.642], [-0.626, 0.189, 0.785], [-0.075, 1.411, 0.493], [-0.129, -0.291, -0.652], [0.033, 0.797, 0.240], [-0.066, 0.106, -1.300], [0.375, 0.191, -0.244], [0.940, 0.096, -1.106], [0.489, 0.828, 0.080]]}



{"formula": "C14H14Cl3IN2O2Pd", "method": "the ωB97M-V functional and the def2-TZVPD basis", "total_charge": -2, "homo_lumo_gap_ev": [4.5, 4.5], "homo_energy_ev": [0.2, 0.2], "relative_energy_ev": 0.0000, "total_energy_ha": -2607.92733, "elements": ["C", "C", "H", "H", "H", "H", "H", "H", "C", "C", "C", "C", "H", "H", "H", "H", "N", "C", "C", "N", "C", "C", "C", "H", "H", "C", "H", "H", "Pd", "I", "Cl", "C", "Cl", "Cl", "C", "O", "O"], "positions_angstrom": [[0.163859, -2.211565, -2.613297], [0.465269, 0.239018, -2.615057], [1.278164, -2.346112, -2.871849], [-0.508270, -1.852531, -3.507788], [-0.403947, -2.761065, -1.842291], [1.110486, 0.594477, -1.768556], [1.156093, -0.245175, -3.453772], [-0.574648, 0.504609, -3.010946], [2.652803, -1.159987, 0.722941], [3.659741, -0.767780, 1.590605], [3.588968, 0.470786, 2.205038], [2.477601, 1.293542, 1.935683], [2.633368, -2.150438, 0.267336], [4.498866, -1.461373, 1.777556], [4.360708, 0.825502, 2.889438], [2.353179, 2.260523, 2.398388], [1.604717, -0.368502, 0.423911], [1.492651, 0.833640, 1.031836], [0.322146, 1.652444, 0.683906], [-0.559718, 1.080780, -0.174582], [-1.651113, 1.717657, -0.565233], [-1.008671, 3.666709, 0.697137], [-1.915927, 3.038121, -0.174405], [-2.332928, 1.173761, -1.220835], [-2.798983, 3.530463, -0.552544], [0.094437, 2.960643, 1.140716], [0.825136, 3.397230, 1.832512], [-1.178502, 4.697751, 1.012485], [0.118488, -0.940175, -1.184975], [0.457921, -4.039964, 0.157131], [-4.205045, -0.990148, 2.195303], [-3.696558, -2.168518, 0.954878], [-3.227316, -3.705945, 1.700788], [-5.010189, -2.432755, -0.199061], [-2.377866, -1.573849, 0.205539], [-1.400785, -1.368480, 0.977996], [-2.464138, -1.393294, -1.045931]], "atomic_forces_ev_per_a": [[-0.392, 0.400, -2.530], [1.719, -0.216, -3.418], [-1.914, -0.676, 0.217], [1.398, -1.002, 1.296], [0.433, -1.199, -1.459], [-0.288, 1.722, -1.591], [-1.511, 1.374, 1.389], [1.668, 0.523, 0.607], [-0.474, 0.490, -0.049], [0.578, -0.621, -0.026], [-0.853, 1.049, 0.008], [0.247, -0.950, -0.436], [-0.037, 0.203, -0.003], [-0.532, 0.468, -0.049], [-0.143, -0.168, -0.141], [0.206, 0.012, 0.145], [0.577, 0.406, 1.578], [1.347, -0.511, 0.335], [-1.659, 0.266, -1.040], [0.414, 0.307, 1.229], [0.120, 0.780, 0.293], [-0.601, -0.193, -0.446], [0.656, -0.350, 0.308], [0.250, -0.052, 0.133], [-0.062, 0.158, 0.067], [0.754, -0.275, 0.310], [-0.485, 0.057, -0.324], [0.073, -0.267, -0.018], [-0.857, -0.941, 2.309], [0.480, -0.867, 0.759], [-0.164, -0.072, 0.073], [1.154, 0.177, -0.579], [-0.271, 0.134, 0.086], [-0.296, -0.043, 0.107], [1.486, 0.680, -0.587], [-2.302, -0.407, -0.846], [-0.717, -0.396, 2.292]]}



{"formula": "C8H10N2O3", "method": "the ωB97M-V functional and the def2-TZVPD basis", "homo_lumo_gap_ev": [8.7, 5.9], "homo_energy_ev": [-9.4, -8.1], "relative_energy_ev": 7.1827, "total_energy_ha": -645.84663, "elements": ["C", "C", "C", "C", "C", "C", "C", "C", "N", "N", "O", "O", "O", "H", "H", "H", "H", "H", "H", "H", "H", "H", "H"], "positions_angstrom": [[-2.046377, 0.689932, 2.033786], [-0.752087, 0.425087, 2.044017], [-1.424755, -0.038985, -0.024676], [-2.454588, 0.371537, 0.705542], [-3.907457, 0.400972, 0.154187], [2.735273, -1.292015, -0.672667], [1.717255, 0.739460, -1.760372], [1.415581, -0.535583, -0.902011], [-0.317280, -0.021134, 0.784449], [0.941560, -0.142746, 0.506510], [-4.420709, 1.263588, -0.476409], [-4.140008, -0.772298, 0.494297], [1.729117, 0.349519, 1.363263], [-2.645336, 1.058419, 2.774583], [-0.051100, 0.616657, 2.763094], [-1.519395, -0.363950, -0.997887], [2.755045, -2.067800, -1.343532], [3.699564, -0.808508, -0.783513], [2.802128, -1.818529, 0.273755], [2.623187, 1.239948, -1.304533], [0.885954, 1.371341, -1.524196], [1.819836, 0.336554, -2.876465], [0.554593, -1.001468, -1.231220]], "atomic_forces_ev_per_a": [[0.417, -1.130, -1.873], [0.471, 0.153, -0.309], [1.563, -0.455, 0.185], [-3.305, 1.183, 0.426], [2.417, 0.347, 0.075], [-0.616, -0.269, 1.065], [0.597, -1.653, 0.050], [2.797, 2.521, 2.376], [-3.499, 0.344, 0.209], [3.179, 0.562, -0.552], [-1.083, 1.040, -0.583], [-0.958, -1.567, 0.577], [0.523, -0.387, -0.592], [-1.232, 0.735, 1.822], [1.590, 0.233, 1.562], [0.508, -0.666, -1.868], [0.115, -1.973, -2.005], [-0.409, 0.941, -0.102], [-0.386, 0.225, 0.372], [-0.814, -0.669, -1.037], [-0.603, 0.804, -0.949], [-0.161, 1.472, 2.408], [-1.109, -1.792, -1.255]]}